Formula: C10H23BrFN2O3PS
Source: the Open Molecules 2025 dataset
Level of theory: the ωB97M-V functional and the def2-TZVPD basis

The calculation puts the total energy at -4143.4117 Ha. The calculation puts the highest occupied orbital energy at -8.775 eV. As for the largest force on an atom: 2.469 eV/A. The SMILES is O=C(Br)C[PH2](S)CCF.CN(C)C=O.CN(C)C=O. Its LUMO energy is 0.5 eV. The value obtained for the orbital gap is 9.254 eV.

Geometry as XYZ:
```
42
Properties=species:S:1:pos:R:3:nbo_charge:R:1
O 6.69 -1.77 -0.38 -0.50
C 6.50 -0.62 -0.41 0.56
Br 7.65 0.55 0.71 -0.09
C 5.41 0.02 -1.29 -0.88
P 3.68 0.05 -0.45 0.92
S 1.70 0.30 0.53 -0.49
C 2.92 -1.22 -1.60 -0.73
C 2.80 -2.57 -0.85 0.05
F 1.91 -3.39 -1.59 -0.37
H 5.70 1.07 -1.49 0.24
H 5.46 -0.51 -2.26 0.25
H 3.66 1.46 -0.61 0.01
H 4.19 -0.43 0.79 0.01
H 1.11 1.35 -0.12 0.16
H 1.89 -0.92 -1.87 0.28
H 3.46 -1.37 -2.56 0.23
H 3.77 -3.12 -0.87 0.18
H 2.45 -2.47 0.19 0.18
C -1.80 -0.32 1.64 0.53
O -1.64 0.84 1.98 -0.65
N -2.37 -1.28 2.40 -0.43
C -2.52 -2.64 1.94 -0.40
C -2.83 -0.93 3.73 -0.42
H -1.48 -0.69 0.65 0.14
H -3.59 -2.90 1.93 0.19
H -1.99 -3.32 2.60 0.19
H -2.13 -2.75 0.93 0.22
H -3.58 -0.14 3.66 0.21
H -2.00 -0.55 4.33 0.22
H -3.26 -1.80 4.22 0.20
C -2.33 1.63 -0.91 0.50
O -1.78 0.82 -1.64 -0.65
N -3.36 2.42 -1.27 -0.43
C -3.97 3.36 -0.35 -0.40
C -3.89 2.33 -2.62 -0.42
H -2.01 1.79 0.13 0.16
H -5.02 3.12 -0.22 0.19
H -3.88 4.37 -0.75 0.19
H -3.47 3.32 0.62 0.22
H -4.23 1.31 -2.80 0.21
H -3.10 2.56 -3.34 0.21
H -4.72 3.02 -2.76 0.20
```